C32H40MoN7O5S | ωB97M-V/def2-TZVPD

charge: +1
HOMO level (spin up / spin down): -10.174 / -10.180 eV
DFT total energy: -67184.515 eV
Kohn-Sham gap (spin up / spin down): 7.05 / 7.05 eV

Structure (XYZ):
```
86
Properties=species:S:1:pos:R:3:forces:R:3:mulliken_charge:R:1
Mo -0.1355 0.2093 0.0420 1.0 0.7 -0.3 -0.311
C 0.1870 3.3252 0.6561 0.1 0.0 -0.1 -0.871
C 1.0426 3.2838 -0.6086 0.0 0.0 0.0 -0.815
N 1.1657 1.8900 -1.0785 -0.3 -0.3 0.1 -0.213
C 2.5594 1.4141 -1.1809 0.0 0.1 0.0 -0.971
C 2.9980 -0.3032 0.4208 0.0 0.0 0.0 -0.924
N 1.8161 -0.3303 1.3086 -0.3 0.0 -0.1 0.248
C 1.9392 0.5549 2.4870 0.0 0.0 0.0 -1.070
C 1.6156 1.9743 2.0862 0.0 0.0 0.0 -0.554
N 0.3211 2.0423 1.3723 -0.2 -0.1 0.0 -0.044
H -0.8582 3.4608 0.4001 0.0 0.0 0.0 0.458
H 0.4771 4.1562 1.3042 0.0 0.0 0.0 0.550
H 2.0360 3.6968 -0.4290 0.0 0.0 0.0 0.489
H 0.5877 3.9045 -1.3797 0.0 0.0 0.0 0.430
H 0.7610 1.7816 -2.0084 0.2 -0.1 -0.1 0.429
H 3.1809 2.0022 -0.5005 0.0 -0.1 0.0 0.731
H 2.9034 1.5289 -2.2048 0.0 0.0 0.0 0.386
H 3.7393 0.3860 0.8379 0.0 0.0 0.0 0.443
H 3.4324 -1.3000 0.3657 0.0 0.0 0.0 0.397
H 1.6758 -1.2777 1.6446 0.0 0.0 0.0 0.408
H 2.9482 0.5071 2.9066 0.0 0.0 0.0 0.622
H 1.2497 0.2103 3.2519 0.0 0.0 0.0 0.231
H 2.3888 2.3672 1.4244 0.0 0.0 0.0 0.501
H 1.5906 2.6157 2.9705 0.0 0.0 0.0 0.579
H -0.4300 2.0247 2.0729 0.0 0.0 0.0 0.330
N -6.1883 -2.6870 5.5349 0.0 -0.1 0.0 -0.477
C -5.1147 -2.0084 5.0338 0.0 0.0 0.0 0.885
C -4.1007 -1.5467 5.8835 0.0 0.0 0.0 -0.838
C -3.0080 -0.8790 5.3742 0.0 0.0 0.0 -0.797
C -2.9136 -0.6440 4.0057 0.0 -0.1 0.1 -0.224
C -3.8987 -1.1174 3.1485 0.0 0.0 0.0 0.123
C -4.9855 -1.7947 3.6530 0.0 0.0 0.0 -1.053
S -1.5301 0.2653 3.4544 0.0 0.0 0.0 1.605
O -0.5069 0.1546 4.4612 0.0 0.0 0.0 -0.912
O -1.9175 1.6115 3.0783 0.0 0.0 0.0 -0.900
N -0.9910 -0.3816 2.0396 -0.3 -0.1 -0.3 -0.013
C -1.0495 -1.7012 1.7564 0.1 0.0 0.1 0.596
N -1.2654 -2.6923 2.6132 0.0 0.0 0.0 -0.436
C -1.2292 -3.9160 2.1057 0.0 0.0 0.0 -0.531
C -0.9202 -4.1788 0.7753 0.0 0.0 0.0 -0.965
C -0.6601 -3.0924 -0.0331 0.0 0.1 0.0 -0.238
N -0.7658 -1.8482 0.4406 0.1 -0.2 -0.1 0.405
H -6.3434 -2.7118 6.5258 0.0 0.0 0.0 0.200
H -6.9798 -2.8756 4.9484 0.0 0.0 0.0 0.210
H -4.1729 -1.7247 6.9490 0.0 0.0 0.0 0.317
H -2.2224 -0.5384 6.0334 0.0 0.0 0.0 0.526
H -3.8110 -0.9863 2.0797 0.0 0.0 0.0 0.188
H -5.7449 -2.1712 2.9782 0.0 0.0 0.0 0.384
H -1.4242 -4.7253 2.8004 0.0 0.0 0.0 0.482
H -0.8641 -5.1857 0.3919 0.0 0.0 0.0 0.441
H -0.3571 -3.2059 -1.0624 0.0 0.0 -0.1 0.553
C -3.0669 -3.9111 -5.4358 0.0 0.0 0.0 -1.012
O -2.7860 -3.1422 -4.2671 0.0 0.0 0.0 -0.394
C -1.6504 -2.4353 -4.2248 0.0 0.0 0.0 0.145
C -0.7436 -2.3378 -5.2877 0.0 0.0 0.0 -1.248
C 0.3728 -1.5499 -5.1295 0.0 0.0 0.0 -1.415
C 0.6423 -0.8165 -3.9530 0.2 0.0 -0.1 0.250
C 1.6406 0.1943 -3.8457 -0.2 0.0 0.0 1.020
C 2.7265 0.1951 -4.8497 0.0 -0.1 -0.1 -1.484
O 2.6760 0.0436 -0.8915 0.1 -0.1 -0.1 -0.229
C -0.2815 -0.9904 -2.8851 -0.2 0.3 0.0 -0.743
O -0.0643 -0.3096 -1.7451 -0.1 -0.4 0.4 0.354
C -1.4165 -1.7593 -3.0238 0.2 -0.3 0.1 0.396
H -3.9861 -4.4465 -5.2224 0.0 0.0 0.0 0.266
H -2.2647 -4.6229 -5.6347 0.0 0.0 0.0 0.406
H -3.2146 -3.2634 -6.3009 0.0 0.0 0.0 0.390
H -0.9241 -2.8418 -6.2246 0.0 0.0 0.0 0.507
H 1.0400 -1.4308 -5.9713 0.0 -0.1 0.0 0.305
H 2.6428 1.1198 -5.4329 0.0 0.0 0.0 0.288
H 2.8182 -0.6527 -5.5373 0.0 0.0 0.0 0.420
H 3.6774 0.2994 -4.3168 0.0 0.1 0.0 0.312
H -2.1509 -1.8132 -2.2347 0.1 -0.2 0.0 1.160
C -1.9391 1.3248 -0.3127 -0.1 0.2 0.4 -0.865
C -3.2221 0.6431 -0.6424 0.0 -0.1 -0.1 -0.631
C -3.4794 0.1668 -1.9289 -0.1 0.1 0.0 -0.598
C -4.6817 -0.4504 -2.2376 0.0 0.0 0.0 -0.682
C -5.6624 -0.5957 -1.2648 0.0 0.0 0.0 -0.747
C -5.4362 -0.0920 0.0082 0.0 0.0 0.0 -0.415
C -4.2325 0.5293 0.3104 0.0 0.1 0.0 -0.309
H -2.0971 1.9274 0.5839 -0.1 0.0 0.0 0.794
H -1.6652 2.0056 -1.1285 0.0 0.0 0.0 0.884
H -2.7285 0.2932 -2.7011 -0.1 0.1 0.1 0.815
H -4.8593 -0.8075 -3.2444 0.0 0.0 0.0 0.448
H -6.6035 -1.0720 -1.5058 0.0 0.0 0.0 0.416
H -6.2074 -0.1629 0.7659 0.0 0.0 0.0 0.474
H -4.0815 0.9737 1.2877 0.0 0.0 0.0 0.733
```
Positions in Å, forces in eV/Å.


C3H10N2 | ωB97M-V/def2-TZVPD

charge: 0
HOMO level: -8.210 eV
DFT total energy: -6249.438 eV
relative energy (zero: lowest compared OMol25 entry of this formula, charge and spin): 385.0 kJ/mol
Kohn-Sham gap: 8.50 eV
structure (SMILES): C=NC.CN

Structure (XYZ):
```
15
Properties=species:S:1:pos:R:3:forces:R:3:mulliken_charge:R:1
C -0.1710 2.5449 -0.9440 2.7 -1.2 -2.8 -0.301
N 0.8612 2.4101 -0.2165 -1.6 -2.4 2.2 -0.376
C 1.5366 1.0038 -0.2779 0.6 1.4 0.0 -0.581
H -0.0586 2.3837 -2.0878 -0.5 -0.6 1.2 0.248
H -1.1891 2.5924 -0.6526 -0.9 1.9 0.9 0.268
H 1.6585 0.5688 0.7796 0.4 1.5 -1.3 0.239
H 0.7594 0.3416 -0.6267 0.2 -0.3 -0.9 0.229
H 2.4753 1.0063 -0.9020 -0.9 -0.3 0.8 0.270
C -0.7350 -3.1458 0.7669 1.1 -2.3 -1.6 -0.652
N -1.2569 -1.7948 0.5315 -0.5 0.0 0.7 -0.482
H 0.2835 -3.3112 0.2016 -1.7 0.7 1.2 0.226
H -0.5726 -3.5112 1.8338 -0.4 0.6 -1.2 0.237
H -1.3783 -3.9547 0.1938 0.9 1.8 1.4 0.260
H -2.2899 -1.7740 0.7392 1.8 0.4 0.0 0.222
H -0.7019 -1.0661 1.0458 -1.2 -1.1 -0.5 0.193
```
Positions in Å, forces in eV/Å.


C19H19N5OS2 | ωB97M-V/def2-TZVPD

charge: 0
HOMO level: -7.616 eV
DFT total energy: -51178.633 eV
relative energy (zero: lowest compared OMol25 entry of this formula, charge and spin): 116.6 kJ/mol
Kohn-Sham gap: 8.20 eV
structure (SMILES): Oc1c([C@H](c2cccs2)N2CCN(c3ccccc3)CC2)sc2ncnn12

Structure (XYZ):
```
46
Properties=species:S:1:pos:R:3:forces:R:3:mulliken_charge:R:1
O 1.7396 0.4466 -2.2135 0.0 0.1 0.0 -0.503
C 0.7010 1.1022 -1.6750 -0.5 -0.7 0.0 -0.272
C -0.4693 0.5709 -1.2411 0.4 0.3 -0.3 0.278
C -0.7240 -0.9102 -1.1689 0.2 0.3 0.2 -0.556
C -2.0952 -1.3347 -1.6096 0.0 -0.4 -0.4 -0.081
C -3.3207 -0.8319 -1.2973 0.3 0.0 -0.1 -0.359
C -4.3849 -1.5795 -1.8515 -0.1 -0.1 -0.1 -0.624
C -3.9572 -2.6486 -2.5673 0.3 -0.2 -0.1 -0.503
S -2.2428 -2.7617 -2.5863 -0.3 0.5 0.3 -0.166
N -0.3653 -1.3647 0.1603 0.0 -0.3 -0.1 0.692
C -1.3025 -1.1488 1.2362 0.0 0.0 -0.1 -0.277
C -0.5040 -1.2540 2.5601 0.0 0.1 0.0 -1.349
N 0.9163 -1.2569 2.2695 0.1 -0.2 0.4 -0.185
C 1.4811 -0.0733 1.7888 0.2 0.3 0.1 1.313
C 2.7178 -0.0599 1.1331 0.0 -0.2 0.0 -0.334
C 3.3122 1.1211 0.7341 0.0 0.1 0.0 -1.104
C 2.7089 2.3420 0.9788 0.1 0.1 0.0 -0.432
C 1.4894 2.3514 1.6322 0.1 0.1 0.0 -0.740
C 0.8853 1.1724 2.0247 -0.1 -0.1 0.1 -0.076
C 1.2131 -2.4995 1.5842 0.1 -0.1 0.0 -1.005
C 0.3442 -2.6111 0.2984 -0.1 -0.1 0.0 -0.547
S -1.5366 1.8221 -0.6054 -0.1 0.0 -0.1 -0.193
C -0.3760 3.0209 -0.9712 0.6 -0.1 -0.3 0.813
N -0.2203 4.3269 -0.8844 -0.7 0.1 0.4 -0.719
C 1.0043 4.5111 -1.4111 -0.1 -0.3 0.0 -0.186
N 1.6182 3.4182 -1.8213 1.0 -0.2 -0.5 -1.546
N 0.7291 2.4618 -1.5370 -0.9 0.9 0.4 0.942
H 2.4585 1.0798 -2.3550 0.0 0.0 0.0 0.422
H 0.0064 -1.3548 -1.8560 -0.1 0.1 0.1 0.946
H -3.4729 0.0498 -0.7017 -0.1 0.1 0.1 0.437
H -5.4211 -1.3263 -1.7172 -0.2 0.0 0.0 0.411
H -4.5386 -3.3820 -3.0893 -0.2 -0.1 -0.1 0.460
H -2.1281 -1.8815 1.2280 0.0 0.1 0.0 0.547
H -1.7305 -0.1523 1.1242 -0.1 0.0 0.1 0.150
H -0.7566 -0.4493 3.2475 0.0 -0.1 0.0 0.449
H -0.7307 -2.1955 3.0667 0.0 0.1 0.0 0.318
H 3.2444 -0.9767 0.9239 0.0 -0.1 0.0 0.202
H 4.2661 1.0834 0.2264 0.1 0.0 0.0 0.439
H 3.1752 3.2632 0.6643 0.0 0.0 0.0 0.431
H 0.9921 3.2899 1.8348 0.0 0.1 0.0 0.360
H -0.0664 1.2468 2.5243 -0.1 -0.1 0.0 0.204
H 2.2709 -2.5634 1.3465 0.0 -0.1 0.0 0.281
H 0.9834 -3.3177 2.2727 0.1 0.1 -0.1 0.393
H -0.3424 -3.4719 0.3717 0.1 0.0 0.0 0.368
H 0.9787 -2.7549 -0.5766 0.0 0.0 0.0 0.439
H 1.4500 5.4804 -1.4947 0.2 0.2 -0.1 0.462
```
Positions in Å, forces in eV/Å.


C2H3Br2N3 | ωB97M-V/def2-TZVPD

charge: 0
HOMO level: -10.593 eV
DFT total energy: -146674.973 eV
relative energy (zero: lowest compared OMol25 entry of this formula, charge and spin): 310.3 kJ/mol
Kohn-Sham gap: 9.67 eV
structure (SMILES): Brn1cnnc1.Br

Structure (XYZ):
```
10
Properties=species:S:1:pos:R:3:forces:R:3:mulliken_charge:R:1
Br -0.8328 -1.3778 1.8844 0.4 0.5 -0.8 0.104
N -0.0162 -0.5459 0.4275 1.4 1.2 -1.4 -0.105
C -0.5131 -0.1867 -0.8486 -2.8 0.2 2.3 -0.031
N 0.3584 0.4202 -1.5264 1.9 0.0 -1.6 -0.299
N 1.6137 0.3901 -0.8651 -2.2 0.3 1.2 -0.365
C 1.3103 -0.0589 0.3191 -1.1 -1.5 -1.3 -0.139
H -1.6193 -0.0907 -1.0261 1.4 -0.7 0.0 0.329
H 1.9810 -0.0955 1.1193 1.2 -0.8 0.6 0.650
Br 1.4035 2.0028 2.9081 -0.4 -1.9 -1.1 -0.188
H 1.1819 0.7197 2.0298 0.1 2.8 2.1 0.045
```
Positions in Å, forces in eV/Å.


Number 1: strongest force on any atom 1.25 eV Å⁻¹. Number 2: strongest force on any atom 4.08 eV Å⁻¹. Number 3: strongest force on any atom 1.36 eV Å⁻¹. Number 4: strongest force on any atom 3.63 eV Å⁻¹.